Record 1
C8H3Cl4NO in the gas phase in a non-equilibrium geometry, computed with ωB97M-V/def2-TZVPD.

ORCA input file:
```
! RIJCOSX wB97M-V def2-TZVPD def2/J DEFGRID3
* xyz 0 1
C -0.498 0.508 0.582
C 0.764 1.015 0.791
C -0.784 -0.824 0.677
C 1.468 -1.224 1.246
C 1.813 0.081 1.089
C 0.210 -1.804 1.045
C 4.229 0.756 0.312
C 4.503 -0.424 -0.492
N 3.146 0.586 1.192
O 4.814 1.825 0.287
Cl -0.034 -3.506 0.986
Cl 5.683 -0.390 -1.819
Cl 3.702 -1.870 -0.236
Cl 3.351 1.812 2.364
H -1.297 1.197 0.088
H 0.901 2.088 0.491
H -1.824 -1.185 0.488
*
```

For the orbital gap (alpha / beta), the calculation gives 0.2742 / 0.2842 Eh. As for the HOMO energy (alpha / beta): -9.304 / -8.982 eV. As for the LUMO energy (alpha / beta): -1.8422 / -1.2489 eV.

=====

Record 2
2 unconnected molecules or ions with the total composition C8H3N3O3 in a non-equilibrium geometry, computed with ωB97M-V/def2-TZVPD.

ORCA input file:
```
! RIJCOSX wB97M-V def2-TZVPD def2/J DEFGRID3
* xyz 0 1
O -3.941 0.866 -2.567
N -2.835 0.831 -2.091
C -2.189 0.752 -1.113
C -1.041 0.587 -0.372
C -0.650 1.308 0.751
C 0.564 0.664 1.135
C 0.630 -0.463 0.402
O -0.260 -0.538 -0.595
H -1.133 2.276 0.946
H 0.863 0.705 2.208
H 1.438 -1.111 0.355
N -5.873 -1.719 -2.038
C -5.553 -0.789 -1.475
C -5.088 0.311 -0.748
O -4.124 0.184 0.042
C -5.954 1.469 -0.730
N -6.495 2.490 -0.621
*
```

For the orbital gap (alpha / beta), the calculation gives 0.3074 / 0.3074 Eh. Its SMILES is [O-][N+]#Cc1ccco1.N#CC(=O)C#N. As for the HOMO energy (alpha / beta): -9.497 / -9.496 eV. As for the LUMO energy (alpha / beta): -1.1321 / -1.1325 eV.

=====

Record 3
A molecular structure, C8H40AgB2ClCuN16O8 in a non-equilibrium geometry, computed with ωB97M-V/def2-TZVPD.

ORCA input file:
```
! RIJCOSX wB97M-V def2-TZVPD def2/J DEFGRID3
* xyz 1 3
Ag -2.109 -0.953 0.406
Cu 0.622 2.567 0.530
B -0.051 0.304 -0.054
H -0.118 -0.585 -0.662
H 0.835 0.192 0.551
H -0.100 1.098 -0.784
H -0.870 0.497 0.622
B -2.560 -0.406 2.783
H -1.888 -1.182 2.451
H -2.118 0.115 3.618
H -2.639 0.272 1.948
H -3.500 -0.795 3.143
Cl 0.269 3.956 -1.545
C -1.593 -2.364 -2.669
O -2.050 -1.749 -1.755
N -2.318 -2.917 -3.589
N -0.328 -2.624 -2.823
H -3.315 -2.783 -3.671
H -1.860 -3.124 -4.465
H 0.239 -2.390 -2.020
H -0.002 -2.878 -3.744
C -2.260 3.423 2.059
O -1.319 3.148 1.327
N -2.635 4.652 2.388
N -3.167 2.572 2.457
H -3.499 4.814 2.886
H -1.985 5.312 1.985
H -3.083 1.570 2.365
H -4.012 2.957 2.853
C 2.034 0.106 -3.685
O 2.895 -0.238 -2.862
N 2.237 0.270 -5.004
N 0.897 0.544 -3.360
H 3.157 0.050 -5.358
H 1.479 0.600 -5.584
H 0.256 0.914 -4.047
H 0.677 0.771 -2.400
C 2.755 -3.177 -0.287
O 2.424 -4.042 0.519
N 3.976 -3.243 -0.853
N 2.154 -2.056 -0.568
H 4.458 -3.942 -0.306
H 4.440 -2.377 -1.083
H 1.428 -1.681 0.026
H 2.467 -1.557 -1.389
C -3.630 1.524 -1.366
O -3.235 0.667 -0.575
N -3.400 1.474 -2.622
N -4.371 2.504 -0.983
H -2.803 0.708 -2.900
H -3.798 2.201 -3.198
H -4.263 2.676 0.007
H -4.127 3.281 -1.580
C 1.254 0.999 3.304
O 1.034 1.831 2.441
N 1.645 -0.244 3.208
N 1.120 1.304 4.541
H 1.766 -0.826 4.025
H 1.783 -0.561 2.259
H 1.764 0.819 5.150
H 0.890 2.283 4.634
C 3.759 2.196 -0.277
O 2.633 1.915 0.114
N 4.233 1.812 -1.440
N 4.652 2.913 0.402
H 5.160 2.114 -1.705
H 3.708 1.072 -1.883
H 4.451 3.394 1.266
H 5.477 3.232 -0.086
C -0.893 -3.720 1.730
O -1.146 -2.899 0.824
N -0.853 -5.005 1.527
N -0.628 -3.537 2.974
H -0.565 -5.196 0.578
H -0.528 -5.570 2.298
H -0.550 -4.347 3.573
H -0.860 -2.654 3.407
*
```

For the orbital gap (alpha / beta), the calculation gives 0.3477 / 0.2205 Eh. As for the HOMO energy (alpha / beta): -11.308 / -11.228 eV. As for the LUMO energy (alpha / beta): -1.8460 / -5.2296 eV.

=====

Record 4
18 unconnected molecules or ions with the total composition C8H44FI2NO22S in a non-equilibrium geometry, computed with ωB97M-V/def2-TZVPD.

ORCA input file:
```
! RIJCOSX wB97M-V def2-TZVPD def2/J DEFGRID3
* xyz 0 1
C 6.592 1.052 -1.801
C 5.077 0.353 -1.904
I 4.836 -1.192 -3.458
C 3.940 0.709 -1.010
I 4.320 2.282 0.519
C 2.443 0.039 -1.018
N 2.357 -1.500 -0.959
O 1.964 0.374 0.364
S 0.630 1.468 0.414
O 0.906 2.745 1.298
O -0.726 0.977 0.976
O 0.742 1.900 -1.253
C 1.253 0.675 -1.949
C 1.566 1.151 -3.486
C -0.128 -0.253 -1.966
C -0.342 -1.091 -3.361
O 0.429 -2.094 -3.808
F -1.535 -0.761 -4.226
H 7.257 0.515 -0.967
H 7.212 0.917 -2.808
H 6.550 2.204 -1.590
H 3.355 -1.780 -0.717
H 2.242 -1.862 -1.945
H 1.931 0.298 -4.205
H 0.528 1.534 -3.933
H 2.287 2.092 -3.551
H -1.031 0.521 -1.888
H -0.225 -0.943 -1.016
O -1.994 3.673 2.261
H -2.094 4.483 1.738
H -1.117 3.342 2.016
O -2.721 3.836 5.232
H -3.400 3.149 5.152
H -2.561 4.114 4.318
O -1.538 0.027 -6.998
H -2.385 -0.285 -7.351
H -1.477 -0.397 -6.128
O -2.419 -3.059 -2.147
H -2.439 -3.804 -2.766
H -2.342 -2.281 -2.720
O 1.487 -1.026 -7.336
H 1.391 -1.976 -7.168
H 0.722 -0.809 -7.890
O 3.473 -3.681 -6.373
H 2.794 -4.367 -6.453
H 3.633 -3.402 -7.287
O -5.059 4.893 2.983
H -5.159 5.703 2.459
H -4.182 4.562 2.737
O -4.549 1.224 6.343
H -5.066 1.648 7.044
H -3.761 0.894 6.799
O 7.151 -0.530 0.839
H 6.634 -0.106 1.540
H 7.939 -0.860 1.296
O 1.751 -6.055 -4.790
H 1.234 -5.632 -4.089
H 2.539 -6.386 -4.334
O -6.185 1.921 3.499
H -5.800 1.270 2.893
H -5.891 2.773 3.144
O -2.191 0.504 8.459
H -2.187 0.171 9.369
H -1.278 0.793 8.311
O 4.840 -4.131 -1.566
H 5.174 -4.743 -2.239
H 5.031 -4.578 -0.727
O -4.591 0.214 1.294
H -4.587 -0.119 2.204
H -3.678 0.504 1.146
O -0.968 -4.766 0.158
H -1.610 -4.331 -0.424
H -0.378 -4.048 0.434
O -1.112 3.131 8.274
H -1.791 2.444 8.194
H -0.952 3.409 7.360
O -7.412 0.921 7.177
H -8.091 0.234 7.097
H -7.252 1.199 6.262
*
```

For the orbital gap, the calculation gives 0.2988 Eh. As for the HOMO energy: -9.189 eV. As for the LUMO energy: -1.0582 eV.

=====

Q: Which formula does entry 4 have?
A: C8H44FI2NO22S

=====

Q: Number 2 is which compound?
A: C8H3N3O3